1.
2 unconnected molecules or ions with the total composition C5H11N2S. Source: OMol25; level of theory: ωB97M-V with the def2-TZVPD basis set.

```
19
Properties=species:S:1:pos:R:3
C -3.31 0.67 0.06
C -2.87 1.01 -1.14
C -1.98 -1.03 0.85
N -2.51 0.09 1.06
H -4.32 0.89 0.38
H -1.84 0.82 -1.41
H -3.48 1.51 -1.88
H -1.30 -1.47 1.58
H -2.16 -1.60 -0.07
C 2.51 0.12 -0.60
C 2.83 -0.95 0.44
S 1.36 -1.62 1.27
N 1.60 1.18 -0.15
H 2.05 -0.39 -1.45
H 3.42 0.58 -0.99
H 3.54 -0.57 1.18
H 3.38 -1.76 -0.06
H 2.13 1.80 0.46
H 0.94 0.71 0.48
```

Calculated values
Electronic energy = -19178.3234 eV
Energy above the lowest of the compared OMol25 structures with the same formula, charge and spin = 1.60 kcal/mol
HOMO energy = -2.68 eV
Charge = -1

***

2.
A gas-phase ion, C5H11N2S (charge +1) in a non-equilibrium geometry. Source: OMol25; level of theory: ωB97M-V with the def2-TZVPD basis set.

```
19
Properties=species:S:1:pos:R:3
C -1.51 -0.88 -0.75
C 1.17 0.53 -0.58
C 1.38 0.46 1.49
C -1.68 0.64 -0.84
C 0.33 0.97 0.58
N -0.63 -1.22 0.40
N 1.94 -0.27 0.39
S -1.20 1.54 0.67
H -2.42 -1.34 -0.81
H -0.80 -1.10 -1.63
H 0.67 0.01 -1.36
H 1.66 1.39 -1.01
H 2.09 1.27 1.90
H 1.04 -0.12 2.31
H -1.14 1.19 -1.65
H -2.74 0.91 -0.79
H -1.01 -1.50 1.37
H -0.01 -2.04 0.20
H 2.88 -0.42 0.09
```

Calculated values
Electronic energy = -19168.8542 eV
Energy above the lowest of the compared OMol25 structures with the same formula, charge and spin = 92.97 kcal/mol
HOMO energy = -13.37 eV
Charge = +1

***

3.
2 unconnected molecules or ions with the total composition C5H11N2S2 in a non-equilibrium geometry. Source: OMol25; level of theory: ωB97M-V with the def2-TZVPD basis set.

```
20
Properties=species:S:1:pos:R:3
C -2.27 -0.31 0.00
C -4.66 -0.04 0.22
C 2.49 -1.26 0.34
C 1.90 0.50 -1.23
C 1.24 0.62 1.09
N -3.62 -0.78 -0.05
N 1.92 -0.17 0.06
S -1.03 -1.40 -0.18
S -2.00 1.40 0.02
H -5.66 -0.58 0.22
H -4.58 0.83 0.77
H 2.71 -1.67 1.33
H 2.70 -1.87 -0.53
H 2.22 -0.29 -1.92
H 0.88 0.86 -1.57
H 2.75 1.35 -1.18
H 1.92 0.84 1.93
H 0.84 1.55 0.66
H 0.28 0.01 1.19
H -3.75 -1.72 -0.57
```

Calculated values
Electronic energy = -30003.2434 eV
Energy above the lowest of the compared OMol25 structures with the same formula, charge and spin = 11.03 kcal/mol
HOMO energy (spin up / spin down) = -10.24 / -12.30 eV
⟨S²⟩ = 2.03
Spin multiplicity = 3
Charge = +1